86
Properties=species:S:1:pos:R:3:lowdin_charge:R:1 method="wB97M-V/def2-TZVPD" largest_force_ha_per_bohr=0.167 total_energy_ev=-370779.948
O 1.623 5.783 1.542 0.097
C 2.032 4.601 1.673 -0.079
N 2.023 3.261 1.737 0.052
O 2.923 2.744 0.843 -0.085
C 2.376 2.611 -0.483 -0.375
O 2.950 3.295 -1.406 0.041
N 1.210 1.815 -0.879 0.066
C 0.878 0.707 0.076 -0.290
C -0.670 0.811 0.621 -0.526
S -1.079 2.463 1.358 0.891
C -1.355 3.740 0.065 -0.492
N -0.447 4.629 -0.630 0.000
N -1.046 5.500 -1.520 -0.132
C -2.496 5.126 -1.376 -0.206
O -2.680 4.074 -0.437 -0.067
H 1.506 1.345 -1.766 0.105
H 1.633 0.544 0.922 0.120
H 0.893 -0.271 -0.548 -0.009
H -0.744 0.023 1.476 0.059
H -1.413 0.471 -0.219 -0.099
H -3.282 5.665 -2.023 0.035
C -1.748 -2.869 0.640 -1.001
Cl -1.616 -2.691 2.395 0.522
Cl -0.343 -2.174 -0.179 0.521
H -1.814 -3.923 0.396 -0.109
H -2.647 -2.354 0.299 0.019
C -2.057 8.923 -2.506 -0.934
Cl -3.563 9.767 -2.124 0.502
Cl -2.278 7.168 -2.469 0.721
H -1.728 9.218 -3.503 0.030
H -1.301 9.198 -1.771 0.034
C -2.934 -5.492 -2.709 -0.979
Cl -4.391 -4.496 -2.592 0.509
Cl -2.109 -5.600 -1.150 0.533
H -3.215 -6.494 -3.032 0.011
H -2.258 -5.045 -3.437 0.034
C -3.291 0.550 -2.725 -0.951
Cl -2.152 -0.313 -1.681 0.631
Cl -2.842 0.393 -4.427 0.522
H -4.288 0.134 -2.581 0.035
H -3.289 1.606 -2.454 0.028
C 3.796 -1.852 -1.990 -1.025
Cl 3.573 -1.772 -0.236 0.542
Cl 2.413 -1.154 -2.844 0.513
H 4.693 -1.299 -2.257 -0.094
H 3.903 -2.896 -2.285 0.036
C 7.292 -1.830 -0.314 -1.018
Cl 7.352 -3.524 -0.816 0.503
Cl 7.249 -0.751 -1.714 0.524
H 6.395 -1.669 0.284 -0.009
H 8.177 -1.604 0.280 0.029
C 5.288 -1.469 -5.430 -0.970
Cl 3.875 -2.516 -5.609 0.510
Cl 4.966 -0.139 -4.310 0.531
H 6.120 -2.061 -5.047 0.032
H 5.547 -1.056 -6.405 0.030
C 0.058 8.662 3.157 -1.023
Cl -0.203 8.820 4.899 0.512
Cl -1.340 9.243 2.246 0.503
H 0.933 9.247 2.875 0.032
H 0.226 7.612 2.918 0.007
C -6.649 -6.688 -0.506 -1.013
Cl -5.734 -7.587 -1.721 0.482
Cl -5.693 -6.442 0.960 0.501
H -6.924 -5.717 -0.917 0.019
H -7.548 -7.250 -0.253 0.029
C 2.320 11.024 7.059 -1.041
Cl 3.950 11.101 6.377 0.493
Cl 1.799 12.607 7.647 0.496
H 1.629 10.687 6.287 -0.019
H 2.318 10.319 7.890 0.028
C 0.888 -5.934 1.124 -0.980
Cl 1.367 -4.231 1.254 0.507
Cl -0.786 -6.189 1.629 0.499
H 0.991 -6.252 0.087 -0.003
H 1.544 -6.528 1.760 0.034
C -1.655 -9.662 -1.244 -0.998
Cl -0.451 -8.485 -0.706 0.505
Cl -3.224 -9.359 -0.489 0.498
H -1.763 -9.590 -2.326 0.029
H -1.318 -10.662 -0.973 0.029
C -1.990 -5.404 5.197 -1.053
Cl -1.632 -6.261 6.701 0.505
Cl -3.402 -6.095 4.388 0.487
H -2.191 -4.357 5.425 0.024
H -1.130 -5.479 4.533 -0.007